{"formula": "C35H52AsEuP3Se", "method": "ωB97M-V/def2-TZVPD", "symbols": ["Eu", "P", "P", "P", "H", "C", "C", "H", "C", "C", "C", "C", "C", "C", "C", "C", "C", "H", "H", "H", "H", "H", "H", "H", "H", "H", "H", "H", "H", "H", "H", "H", "H", "H", "H", "H", "H", "H", "H", "H", "H", "H", "H", "H", "H", "H", "C", "C", "C", "C", "C", "C", "Se", "H", "H", "H", "H", "H", "H", "C", "C", "C", "C", "C", "C", "As", "C", "C", "C", "C", "C", "C", "C", "C", "C", "C", "C", "C", "H", "H", "H", "H", "H", "H", "H", "H", "H", "H", "H", "H", "H", "H", "H"], "xyz": [[-0.4250, -0.2690, -0.4379], [-2.5829, -0.4776, 1.3485], [0.3184, -2.8829, -1.3581], [-2.5182, -1.4080, -2.4495], [-1.7453, 4.3390, -0.9678], [-2.7419, 4.0766, -1.3059], [-3.6184, 3.5872, -0.3896], [-3.2947, 3.3432, 0.6353], [-2.3281, 0.2873, 3.0238], [-2.6644, -2.2687, 1.7593], [-4.2831, 0.0033, 0.9169], [1.1998, -3.1402, -2.9414], [1.5628, -3.5626, -0.2445], [-0.8875, -4.2001, -1.4315], [-3.3532, 0.2149, -2.7754], [-4.0318, -2.5098, -2.2857], [-2.0090, -1.9244, -4.1713], [-2.9324, 4.0191, -2.3649], [-4.5996, 3.1093, -0.6813], [-2.0684, 1.3407, 2.9019], [-1.5444, -0.2177, 3.5833], [-3.2414, 0.2541, 3.6155], [-1.7476, -2.6000, 2.3014], [-2.8001, -2.9082, 0.8643], [-3.5326, -2.4131, 2.4244], [-4.3087, 0.9830, 0.4150], [-4.8556, 0.1074, 1.8455], [-4.8019, -0.7240, 0.2677], [1.7392, -4.0863, -2.9685], [1.9274, -2.3379, -3.0417], [0.5204, -3.1114, -3.7873], [2.0294, -4.4303, -0.7149], [1.1297, -3.9058, 0.6990], [2.3549, -2.8442, -0.0310], [-0.4124, -5.1472, -1.5474], [-1.5840, -4.1171, -2.2661], [-1.4743, -4.2472, -0.5276], [-3.8210, 0.0942, -3.7665], [-2.6314, 1.0634, -2.8426], [-4.1557, 0.4729, -2.0378], [-4.5396, -2.4756, -3.2645], [-4.7411, -2.1512, -1.5214], [-3.7443, -3.5504, -2.0504], [-2.9024, -2.1341, -4.7925], [-1.3267, -2.7947, -4.1263], [-1.4476, -1.1072, -4.6317], [0.5799, 1.7784, -3.9819], [0.0110, 3.0632, -3.6257], [0.2636, 4.0931, -4.5026], [1.1141, 3.8926, -5.6280], [1.5874, 2.6027, -6.0173], [1.3771, 1.5181, -5.1362], [0.0243, 0.3857, -2.9934], [0.7123, 0.9883, 0.1394], [-0.6271, 3.2176, -2.7212], [-0.0660, 5.1118, -4.2302], [1.2714, 4.7246, -6.3284], [2.2274, 2.5238, -6.8784], [1.7446, 0.5299, -5.3320], [0.8859, 4.4904, 3.4666], [1.9515, 3.7068, 3.9395], [2.1932, 2.4562, 3.3407], [1.3759, 2.0047, 2.3305], [0.3630, 2.8325, 1.7819], [0.1182, 4.0701, 2.3927], [1.5662, 0.1686, 1.6223], [3.5053, 0.1078, 1.4717], [4.0441, 0.4301, 0.2148], [5.4458, 0.3859, 0.0358], [6.2718, -0.0038, 1.1120], [5.7249, -0.3539, 2.3391], [4.3339, -0.3163, 2.5127], [1.3831, -0.8741, 3.2904], [1.6631, -2.2468, 3.1991], [1.4527, -3.0842, 4.3230], [0.9987, -2.5244, 5.5119], [0.7227, -1.1657, 5.6000], [0.8892, -0.3321, 4.4724], [0.6857, 5.4405, 3.9737], [2.5823, 4.0188, 4.7582], [3.0322, 1.8162, 3.6902], [-0.2306, 2.5250, 0.9207], [-0.6912, 4.6984, 2.0326], [3.4003, 0.6887, -0.6319], [5.8790, 0.6353, -0.9266], [7.3630, -0.0516, 0.9678], [6.3588, -0.6808, 3.1743], [3.9002, -0.6506, 3.4557], [2.0312, -2.6714, 2.2841], [1.6512, -4.1410, 4.2377], [0.8518, -3.1750, 6.3982], [0.3599, -0.7194, 6.5348], [0.6316, 0.7366, 4.5302]], "atomic_forces_ev_per_a": [[-2.73, -2.89, -1.00], [-0.34, -0.22, 1.23], [0.87, -0.51, -0.50], [-1.31, 0.00, -0.40], [-0.03, 0.35, -0.11], [-0.87, -1.47, 1.66], [0.43, -1.24, -1.25], [-0.27, 0.80, -0.32], [-0.17, 0.17, -0.57], [0.00, -0.35, 0.11], [-0.54, 0.24, -0.21], [0.10, 0.57, -0.04], [0.38, -0.51, 0.52], [-1.00, 0.02, 0.00], [-0.34, 0.35, -0.29], [0.29, 0.12, 0.13], [0.08, 0.01, 0.24], [-0.26, 0.51, -0.15], [1.05, 1.02, 0.23], [0.11, -0.03, 0.03], [0.12, -0.06, -0.14], [-0.15, -0.18, -0.08], [-0.57, 0.31, -0.35], [0.02, 0.42, 0.41], [0.34, -0.10, -0.19], [0.13, -0.33, 0.15], [0.02, -0.13, -0.16], [0.40, 0.23, 0.30], [-0.15, -0.10, 0.24], [0.10, 0.04, -0.22], [0.07, 0.13, -0.04], [0.00, -0.01, 0.05], [-0.04, 0.14, -0.06], [0.03, 0.08, -0.01], [0.61, -0.75, -0.05], [0.11, 0.23, -0.01], [-0.24, 0.00, 0.39], [-0.05, 0.31, 0.33], [-0.61, -0.65, 0.11], [0.76, -0.37, -0.54], [0.14, -0.11, 0.44], [0.41, -0.12, -0.24], [-0.19, 0.50, -0.17], [0.50, -0.01, 0.42], [-0.69, 0.38, -0.15], [-0.15, -0.17, -0.04], [-0.44, 0.93, 0.12], [0.38, -0.13, -0.79], [0.75, 0.64, 0.51], [-0.88, -0.65, -0.74], [-0.01, 0.06, 2.11], [-0.60, 2.31, -0.71], [0.80, -0.56, -0.31], [2.44, 1.60, 0.71], [0.76, -0.41, -0.94], [0.07, -0.65, -0.50], [0.13, -0.31, 0.53], [-0.07, -0.18, -0.26], [0.11, -0.26, -0.06], [0.72, 0.05, 0.81], [-0.44, -0.61, -0.87], [0.70, 0.07, 0.95], [-1.25, -0.08, -1.53], [0.62, 0.06, 1.25], [-0.20, -0.38, -0.51], [1.80, 2.01, 2.75], [0.22, -0.49, -1.56], [1.08, -0.11, 0.05], [-0.69, -0.17, 0.81], [0.18, 0.20, -0.69], [-0.46, 0.01, 0.17], [-0.10, -0.19, 0.24], [-0.71, -0.85, -0.42], [-0.57, -0.37, 1.17], [0.29, 1.07, -1.00], [-0.12, -0.57, 0.68], [0.04, 0.83, -0.40], [-0.36, 0.18, 0.55], [-0.02, -0.35, -0.36], [-0.04, 0.19, 0.00], [-0.69, 0.59, -0.15], [-0.02, 0.05, 0.14], [0.14, -0.03, -0.01], [0.21, 0.04, 0.28], [-0.03, -0.03, 0.12], [-0.67, 0.05, 0.07], [-0.30, 0.20, -0.47], [0.19, 0.18, -0.20], [0.15, -0.12, -0.21], [0.07, -0.09, 0.08], [0.08, 0.54, -0.70], [0.21, -0.28, -0.43], [0.14, -0.62, 0.06]], "e_lumo_ev": [-9.2399, -10.9257], "spin_multiplicity": 7, "charge": 3, "de_lowest_kj_mol": 353.2, "s2": 12.045, "orbital_gap_ev": [7.060, 5.380], "energy_ha": -7735.259516, "fmax_ev_per_a": 4.100}